# C18H33N2O5

4 unconnected molecules or ions with the total composition C18H33N2O5 in a non-equilibrium geometry (ωB97M-V/def2-TZVPD, OMol25).

```
58
Properties=species:S:1:pos:R:3:nbo_charge:R:1
C 1.817 -3.870 0.345 -0.6090
C 1.646 -2.435 -0.206 -0.4405
C 1.150 -1.521 0.911 -0.0851
O 0.523 -0.294 0.406 -0.4730
C -0.651 -0.528 -0.139 0.4239
C -0.882 -0.353 -1.533 -0.0245
N -1.982 -0.537 -2.181 -0.1237
N -3.004 -0.978 -1.450 -0.2990
C -2.877 -1.200 -0.157 0.5799
O -3.986 -1.675 0.452 -0.4849
C -3.792 -3.055 0.893 -0.0757
C -3.337 -3.979 -0.234 -0.6572
C -1.736 -0.978 0.584 -0.3215
H 1.167 -4.037 1.209 0.1983
H 1.536 -4.618 -0.394 0.2237
H 2.838 -4.048 0.672 0.2304
H 2.622 -2.100 -0.556 0.2280
H 0.970 -2.472 -1.064 0.1950
H 1.986 -1.247 1.547 0.2630
H 0.465 -2.102 1.534 0.1696
H -0.034 -0.022 -2.125 0.2430
H -3.882 -1.166 -1.925 0.4574
H -4.769 -3.377 1.243 0.2231
H -3.125 -3.116 1.755 0.1855
H -3.580 -5.013 -0.008 0.2539
H -2.256 -3.938 -0.395 0.2080
H -3.829 -3.650 -1.151 0.2248
H -1.682 -1.140 1.648 0.2764
C 4.939 1.622 3.472 -0.7278
C 4.190 0.784 2.476 0.6153
O 3.789 -0.328 2.752 -0.5837
C 3.958 1.390 1.114 -0.7202
H 5.038 1.070 4.405 0.2305
H 5.935 1.853 3.091 0.2345
H 4.397 2.544 3.661 0.2642
H 4.913 1.611 0.637 0.2376
H 3.377 2.308 1.211 0.2442
H 3.407 0.685 0.491 0.2095
C 4.860 6.225 0.995 -0.7216
C 4.975 5.650 2.384 0.6129
O 4.643 4.510 2.626 -0.5757
C 5.523 6.554 3.458 -0.7229
H 4.454 5.471 0.323 0.2296
H 4.192 7.088 1.003 0.2353
H 5.844 6.527 0.633 0.2367
H 4.883 7.430 3.570 0.2357
H 6.535 6.869 3.200 0.2365
H 5.552 6.016 4.403 0.2372
C -7.849 -1.711 -4.437 -0.7248
C -6.347 -1.713 -4.327 0.6033
O -5.743 -2.672 -3.897 -0.5686
C -5.621 -0.467 -4.775 -0.7261
H -8.238 -2.663 -4.083 0.2418
H -8.267 -0.909 -3.827 0.2348
H -8.147 -1.573 -5.477 0.2416
H -5.942 0.387 -4.176 0.2308
H -5.821 -0.274 -5.829 0.2480
H -4.549 -0.613 -4.643 0.2220
```

Frontier orbital gap = 7.189 eV
Energy above the lowest of the compared OMol25 structures with the same formula, charge and spin = 0.0 kcal/mol
DFT total energy = -1191.08760 Ha
Molecular weight = 357.47 g mol⁻¹
Charge = +1

# C18H33N7O2P

8 unconnected molecules or ions with the total composition C18H33N7O2P in a non-equilibrium geometry (ωB97M-V/def2-TZVPD, OMol25).

```
61
Properties=species:S:1:pos:R:3:nbo_charge:R:1
C 0.319 -0.999 -1.105 -0.6624
C -0.213 -0.199 0.067 -0.0897
O -1.660 -0.354 0.284 -0.7644
P -2.535 0.238 -0.873 1.3722
C -4.234 -0.494 -0.721 -0.3467
O -4.144 -1.695 -0.032 -0.5073
C -3.804 -2.803 -0.868 -0.2642
H -0.130 -1.990 -1.140 0.2287
H 0.199 -0.502 -2.065 0.2160
H 1.387 -1.109 -0.933 0.2660
H 0.074 0.852 0.021 0.1973
H 0.271 -0.581 0.961 0.2286
H -2.686 1.617 -0.686 0.0031
H -1.973 -0.015 -2.125 0.0355
H -4.679 -0.587 -1.714 0.2371
H -4.829 0.225 -0.158 0.2560
H -3.219 -3.518 -0.298 0.2110
H -3.203 -2.500 -1.728 0.1648
H -4.716 -3.286 -1.212 0.2063
C -5.276 1.342 3.091 -0.7267
C -5.803 2.015 1.907 0.2855
N -6.200 2.531 0.961 -0.3372
H -4.264 1.688 3.292 0.2531
H -5.904 1.566 3.950 0.2718
H -5.265 0.265 2.931 0.2549
C -1.896 3.752 -3.130 -0.7401
C -2.197 2.480 -3.778 0.3121
N -2.439 1.474 -4.286 -0.3797
H -1.814 4.533 -3.881 0.3058
H -2.695 4.005 -2.434 0.2513
H -0.951 3.687 -2.595 0.2559
C 1.418 -2.413 3.646 -0.7310
C 2.161 -2.253 2.403 0.3315
N 2.737 -2.128 1.416 -0.3984
H 0.668 -1.626 3.730 0.2435
H 0.924 -3.380 3.658 0.2552
H 2.099 -2.354 4.488 0.2994
C 2.526 -6.781 4.663 -0.7228
C 2.919 -5.400 4.922 0.3111
N 3.230 -4.314 5.124 -0.3644
H 2.713 -7.387 5.546 0.2655
H 1.467 -6.825 4.418 0.2523
H 3.104 -7.176 3.830 0.2613
C 4.955 -0.348 -1.101 -0.7385
C 4.180 0.755 -1.659 0.3217
N 3.554 1.608 -2.109 -0.3897
H 4.300 -1.007 -0.532 0.2778
H 5.418 -0.916 -1.906 0.2635
H 5.732 0.029 -0.440 0.2668
C 2.020 2.956 -5.304 -0.7274
C 1.073 4.047 -5.102 0.3148
N 0.337 4.912 -4.930 -0.3729
H 3.017 3.361 -5.460 0.2654
H 2.036 2.311 -4.427 0.2640
H 1.728 2.375 -6.177 0.2584
C 3.162 3.379 1.150 -0.7163
C 3.749 3.402 2.485 0.2739
N 4.214 3.415 3.533 -0.3127
H 2.077 3.367 1.226 0.2381
H 3.468 4.261 0.592 0.2628
H 3.493 2.492 0.614 0.2527
```

Frontier orbital gap = 10.421 eV
DFT total energy = -1580.44870 Ha
Molecular weight = 410.48 g mol⁻¹
Charge = +1

# C18H34CaCl2F3N4O3S6SbSi2Te

A molecular structure, C18H34CaCl2F3N4O3S6SbSi2Te in a non-equilibrium geometry (ωB97M-V/def2-TZVPD, OMol25).

```
75
Properties=species:S:1:pos:R:3:mulliken_charge:R:1
Ca 0.311 -1.958 -3.369 1.1857
C 4.771 -0.480 -2.636 -1.5381
C 3.580 -1.240 -3.090 0.0333
N 2.410 -0.735 -3.289 0.3247
N 2.290 0.560 -2.908 -0.4567
C 1.304 0.876 -1.944 0.2959
N 0.914 2.181 -1.894 -0.4613
S 0.636 -0.298 -0.920 -0.4215
C 3.609 -2.669 -3.456 0.6245
C 4.840 -3.372 -3.557 -0.7510
C 4.924 -4.719 -3.847 -0.3430
C 3.714 -5.408 -4.087 -0.7611
C 2.527 -4.672 -3.958 -0.4090
N 2.445 -3.346 -3.717 0.2255
H 4.481 0.559 -2.485 0.4428
H 5.538 -0.464 -3.456 0.3191
H 5.243 -0.765 -1.690 0.2714
H 2.615 1.365 -3.487 0.2671
H 1.399 2.992 -2.298 0.1740
H -0.014 2.368 -1.540 0.1471
H 5.694 -2.714 -3.425 0.2227
H 5.892 -5.188 -3.969 0.3860
H 3.711 -6.460 -4.355 0.3738
H 1.571 -5.186 -4.151 0.4494
S -4.246 -3.726 -5.226 -0.5922
Sb -3.348 -4.548 -3.064 0.3068
S -1.393 -3.672 -2.253 -0.7036
S -3.191 -5.486 -6.350 -0.3285
S -2.255 -6.162 -4.804 -0.3769
Cl 1.153 -1.404 4.976 -0.1191
C 0.391 -3.027 4.685 -0.3100
Cl 0.403 -3.539 3.022 -0.0972
H -0.688 -2.875 4.916 0.2034
H 0.884 -3.762 5.315 0.3284
F -1.738 0.444 -7.080 -0.2192
C -1.062 -0.665 -6.957 0.5746
F -0.764 -1.101 -8.211 -0.2308
F -1.969 -1.579 -6.435 -0.1550
S 0.441 -0.399 -5.951 1.2310
O 1.048 -1.735 -5.701 -0.6620
O 1.216 0.564 -6.690 -0.6670
O -0.117 0.103 -4.666 -0.7887
C 2.004 2.645 4.196 -1.1145
Si 0.436 2.709 5.249 0.3854
C 0.489 2.323 7.116 -1.1221
C 0.003 4.542 5.360 -1.1549
C -0.951 1.597 4.541 -0.9306
Te -0.713 1.320 2.422 0.2935
C -2.723 0.611 2.225 -0.9905
Si -3.971 2.049 2.180 0.4189
C -3.146 3.756 2.491 -0.6878
C -4.696 2.037 0.433 -1.0358
C -5.275 1.811 3.530 -1.0507
H 2.273 1.663 3.730 0.3041
H 2.828 2.928 4.842 0.3568
H 1.836 3.447 3.478 0.3216
H 1.148 1.481 7.429 0.3176
H -0.538 2.115 7.474 0.3025
H 0.894 3.241 7.596 0.3230
H -0.787 4.860 4.674 0.3107
H 0.810 5.255 5.249 0.3661
H -0.404 4.698 6.424 0.2689
H -1.934 2.092 4.718 0.2978
H -0.937 0.613 5.005 0.5320
H -2.936 -0.114 3.050 0.3594
H -2.704 0.044 1.308 0.5627
H -2.452 4.133 1.687 0.2709
H -2.529 3.584 3.390 -0.1203
H -3.878 4.558 2.630 0.4078
H -4.052 2.586 -0.256 0.2920
H -5.712 2.540 0.417 0.2693
H -4.815 0.977 0.105 0.3359
H -4.871 1.672 4.568 0.2697
H -5.844 0.954 3.202 0.3119
H -6.021 2.618 3.542 0.3335
```

Frontier orbital gap (spin up / spin down) = 2.494 / 3.254 eV
Energy above the lowest of the compared OMol25 structures with the same formula, charge and spin = 80.6 kcal/mol
DFT total energy = -6525.18647 Ha
Molecular weight = 1020.41 g mol⁻¹
Charge = -2